Entry 1:
Density functional theory data (ωB97M-V/def2-TZVPD) for an isolated ion of composition C4H8NO2 and charge -1 at a distorted geometry.

Cartesian coordinates (Å):
H  -0.812  -0.998  1.866
H  1.362  0.548  0.418
H  1.249  0.794  2.148
N  -0.600  -1.047  -0.136
H  -1.933  0.097  -1.330
C  0.146  1.035  -1.384
H  -0.589  -0.938  -2.219
H  -1.232  0.492  1.172
C  -0.839  -0.229  -1.315
O  -0.260  2.101  -1.005
H  1.540  -0.723  1.578
O  1.107  0.764  -2.086
C  1.023  0.093  1.359
H  0.269  -1.623  -0.209
C  -0.429  -0.366  1.142

- electronic energy (eV) = -9863.022
- charge = -1
- highest occupied orbital energy (Eh) = -0.1193
- SMILES = CCNCC(=O)[O-]

Entry 2:
Density functional theory data (ωB97M-V/def2-TZVPD) for one molecule with the formula C5H9N3 at a distorted geometry.

Cartesian coordinates (Å):
C  1.285  0.022  0.183
H  -1.223  -0.075  -1.542
N  1.756  -0.198  -2.354
H  -2.536  -0.136  -0.290
H  -0.784  -1.653  0.859
C  -1.481  -0.299  -0.507
C  -0.776  1.004  0.458
C  0.703  1.343  0.563
H  1.946  -1.744  0.631
N  1.426  -0.958  1.016
H  -1.156  0.719  1.440
N  -1.110  -1.603  -0.143
C  1.593  -0.081  -1.222
H  -1.326  1.875  0.114
H  -0.294  -1.929  -0.640
H  0.992  1.596  1.585
H  0.985  2.120  -0.151

- electronic energy (eV) = -9799.192
- highest occupied orbital energy (Eh) = -0.3351
- SMILES = [H]/N=C(\C#N)CCCN

Entry 3:
Density functional theory data (ωB97M-V/def2-TZVPD) for one molecule with the formula H5NS3Si at a distorted geometry.

Cartesian coordinates (Å):
S  -1.214  -1.730  -1.047
H  0.697  -1.418  1.557
S  -1.983  1.704  -0.389
H  -1.839  2.341  0.805
Si  -0.585  0.035  -0.035
H  1.618  1.013  -1.203
S  -0.019  -0.501  2.011
N  1.367  0.196  -0.624
H  0.177  -1.954  -1.405
H  1.780  0.313  0.330

- electronic energy (eV) = -41956.555
- highest occupied orbital energy (Eh) = -0.3487
- SMILES = N[Si](S)(S)S

Orbital gap across the listed records, respectively: 0.2742, 0.3310, 0.3546 Ha.